[1]
A molecular structure, C18H29N2O2P2Y, computed with ωB97M-V/def2-TZVPD.

Calculated values
energy above the lowest of the compared OMol25 structures with the same formula, charge and spin: 0.0 kcal/mol
HOMO level (spin up / spin down): -3.750 / -3.752 eV
LUMO level (spin up / spin down): -0.1 / -0.1 eV

Cartesian coordinates (Å):
1 C -1.03 3.38 -2.50
2 C -1.05 2.29 -1.63
3 N 0.08 1.85 -1.03
4 C 1.25 2.50 -1.25
5 C 1.31 3.59 -2.12
6 C 0.17 4.03 -2.78
7 C -2.29 1.43 -1.56
8 P -2.54 0.29 -0.11
9 Y 0.10 -0.43 -0.40
10 P 2.60 0.42 0.27
11 C 2.51 2.11 -0.50
12 C 0.04 -2.04 2.08
13 C -0.51 -1.66 3.35
14 C -0.54 -2.52 4.40
15 C -0.10 -3.86 4.13
16 C 0.41 -4.20 2.87
17 C 0.49 -3.29 1.80
18 O -1.89 -0.46 -3.69
19 O 0.64 -1.06 -2.27
20 H -1.96 3.72 -2.93
21 H 2.28 4.07 -2.28
22 H 0.21 4.87 -3.49
23 C -3.45 1.21 1.15
24 C -3.76 -0.89 -0.73
25 H 3.40 2.21 -1.14
26 H 2.67 2.81 0.34
27 H -2.24 0.73 -2.42
28 H -3.21 2.02 -1.75
29 C 3.57 0.67 1.78
30 C 3.81 -0.40 -0.81
31 H -0.44 0.56 3.66
32 H -0.90 -2.25 5.39
33 H -0.11 -4.61 4.95
34 H 0.72 -5.22 2.71
35 H 0.90 -3.53 0.82
36 H -0.44 -3.67 -1.86
37 H 1.27 -1.02 -3.02
38 H -0.99 -0.57 -3.37
39 H -1.77 0.09 -4.48
40 H 0.14 -3.34 -1.50
41 H -4.50 1.30 0.84
42 H -3.39 0.61 2.08
43 H -2.98 2.19 1.30
44 H -4.75 -0.42 -0.76
45 H -3.50 -1.26 -1.73
46 H -3.79 -1.74 -0.03
47 H 4.78 0.08 -0.69
48 H 3.89 -1.45 -0.50
49 H 3.49 -0.36 -1.86
50 H 4.63 0.84 1.53
51 H 3.17 1.51 2.37
52 H 3.49 -0.26 2.37
53 N -0.23 -0.28 3.10
54 C 0.36 -0.60 1.88

---

[2]
5 unconnected molecules or ions with the total composition C18H29N3O6, computed with ωB97M-V/def2-TZVPD.

Calculated values
energy above the lowest of the compared OMol25 structures with the same formula, charge and spin: 63.7 kcal/mol
HOMO level: -10.733 eV
LUMO level: 0.5 eV
SMILES: O=C1OCCO1.O=C1OCCO1.CCCC#N.CCCC#N.CCCC#N

Cartesian coordinates (Å):
1 O -3.10 -1.62 -6.08
2 C -3.57 -1.55 -4.99
3 O -4.26 -2.56 -4.41
4 C -4.67 -2.17 -3.11
5 C -4.39 -0.68 -3.07
6 O -3.52 -0.48 -4.17
7 H -5.71 -2.42 -2.94
8 H -3.97 -2.60 -2.38
9 H -3.88 -0.37 -2.15
10 H -5.27 -0.03 -3.03
11 O -1.28 0.63 -1.56
12 C -0.54 0.55 -0.63
13 O -0.74 1.15 0.54
14 C 0.47 1.06 1.34
15 C 1.18 -0.10 0.66
16 O 0.50 -0.31 -0.57
17 H 0.93 2.04 1.25
18 H 0.27 0.79 2.37
19 H 1.10 -0.96 1.32
20 H 2.22 0.21 0.52
21 C -3.79 -3.37 0.71
22 C -2.62 -3.14 1.69
23 C -1.46 -4.11 1.51
24 C -0.27 -3.69 2.30
25 N 0.67 -3.35 2.86
26 H -4.55 -2.67 1.04
27 H -4.09 -4.41 0.81
28 H -3.48 -3.19 -0.32
29 H -3.09 -3.19 2.68
30 H -2.30 -2.11 1.57
31 H -1.05 -4.18 0.50
32 H -1.73 -5.14 1.74
33 C 8.55 0.78 -0.10
34 C 8.44 -0.64 0.42
35 C 7.16 -0.96 1.23
36 C 5.90 -0.40 0.75
37 N 4.86 -0.03 0.42
38 H 9.57 1.05 -0.34
39 H 8.28 1.50 0.69
40 H 7.89 0.93 -0.96
41 H 9.32 -0.89 1.00
42 H 8.28 -1.34 -0.40
43 H 7.06 -0.63 2.27
44 H 6.93 -2.02 1.30
45 C -2.18 4.57 -0.84
46 C -2.73 4.10 0.48
47 C -2.32 5.01 1.67
48 C -1.13 4.57 2.39
49 N -0.20 4.20 2.95
50 H -2.53 3.89 -1.63
51 H -1.10 4.57 -0.99
52 H -2.57 5.53 -1.17
53 H -2.47 3.06 0.67
54 H -3.82 4.13 0.46
55 H -3.14 4.98 2.38
56 H -2.08 6.03 1.38

---

[3]
A single C18H29N5O molecule, computed with ωB97M-V/def2-TZVPD.

Calculated values
energy above the lowest of the compared OMol25 structures with the same formula, charge and spin: 1.1 kcal/mol
HOMO level: -7.694 eV
LUMO level: 0.7 eV
SMILES: CCCCCNc1nc(NCCCO)c(C#N)c2c1CN(C)CC2

Cartesian coordinates (Å):
1 C -4.32 -0.69 1.03
2 C -4.27 -1.42 -0.31
3 C -3.29 -2.59 -0.35
4 C -1.80 -2.22 -0.45
5 C -1.14 -1.95 0.91
6 N 0.28 -1.73 0.77
7 C 0.83 -0.49 0.61
8 N 0.02 0.55 0.83
9 C 0.49 1.78 0.71
10 N -0.34 2.81 1.00
11 C -1.75 2.65 1.23
12 C -2.60 2.83 -0.03
13 C -2.19 1.86 -1.14
14 O -3.15 1.75 -2.15
15 C 1.83 2.03 0.32
16 C 2.26 3.35 0.13
17 N 2.56 4.45 -0.04
18 C 2.68 0.94 0.11
19 C 2.19 -0.34 0.27
20 C 3.07 -1.55 0.07
21 N 4.47 -1.21 -0.01
22 C 5.27 -2.37 -0.33
23 C 4.69 -0.10 -0.92
24 C 4.11 1.16 -0.29
25 H -4.48 -1.40 1.84
26 H -3.41 -0.14 1.22
27 H -5.15 0.02 1.03
28 H -5.26 -1.81 -0.53
29 H -4.02 -0.71 -1.10
30 H -3.53 -3.19 -1.24
31 H -3.44 -3.23 0.52
32 H -1.27 -3.04 -0.92
33 H -1.69 -1.34 -1.09
34 H -1.55 -1.06 1.38
35 H -1.29 -2.81 1.57
36 H 0.82 -2.50 0.41
37 H 0.00 3.74 0.77
38 H -2.06 3.37 1.99
39 H -1.88 1.64 1.62
40 H -2.51 3.86 -0.39
41 H -3.64 2.65 0.23
42 H -2.08 0.86 -0.72
43 H -1.22 2.16 -1.56
44 H -3.30 2.62 -2.54
45 H 2.95 -2.24 0.92
46 H 2.74 -2.08 -0.85
47 H 6.33 -2.09 -0.31
48 H 5.11 -3.14 0.43
49 H 5.04 -2.80 -1.32
50 H 5.77 0.02 -1.07
51 H 4.22 -0.28 -1.90
52 H 4.19 2.00 -0.97
53 H 4.68 1.40 0.61

---

[4]
A single C18H29N5S2 molecule, computed with ωB97M-V/def2-TZVPD.

Calculated values
energy above the lowest of the compared OMol25 structures with the same formula, charge and spin: 9.4 kcal/mol
HOMO level: -7.667 eV
LUMO level: 0.6 eV
SMILES: CCN(CC)CCCNc1nc(SC)nc2sc3c(c12)CCN(C)C3

Cartesian coordinates (Å):
1 C 5.64 0.07 -0.69
2 C 4.87 1.22 -0.02
3 N 3.57 0.94 0.54
4 C 3.53 0.02 1.66
5 C 4.28 0.56 2.87
6 C 2.48 0.77 -0.40
7 C 2.26 -0.64 -0.99
8 C 1.16 -0.64 -2.06
9 N -0.12 -0.23 -1.53
10 C -0.91 -1.08 -0.84
11 N -0.55 -2.36 -0.82
12 C -1.35 -3.23 -0.22
13 S -0.79 -4.89 -0.24
14 C -2.15 -5.69 0.65
15 N -2.50 -2.98 0.37
16 C -2.85 -1.71 0.37
17 S -4.33 -1.14 1.09
18 C -3.93 0.50 0.63
19 C -2.74 0.61 -0.02
20 C -2.11 -0.66 -0.21
21 C -2.24 1.94 -0.48
22 C -3.11 3.07 0.12
23 N -4.53 2.80 0.11
24 C -5.09 2.68 -1.22
25 C -4.83 1.65 0.95
26 H 5.70 -0.79 -0.03
27 H 6.65 0.40 -0.92
28 H 5.17 -0.23 -1.62
29 H 4.74 2.03 -0.75
30 H 5.49 1.62 0.79
31 H 2.48 -0.10 1.93
32 H 3.93 -0.98 1.41
33 H 3.99 1.59 3.06
34 H 5.36 0.52 2.73
35 H 4.04 -0.04 3.75
36 H 1.56 1.06 0.13
37 H 2.64 1.48 -1.22
38 H 3.18 -1.00 -1.45
39 H 1.98 -1.33 -0.20
40 H 1.05 -1.65 -2.44
41 H 1.42 0.04 -2.87
42 H -0.30 0.75 -1.44
43 H -3.08 -5.53 0.10
44 H -1.91 -6.75 0.70
45 H -2.23 -5.26 1.64
46 H -2.27 1.99 -1.57
47 H -1.21 2.10 -0.15
48 H -2.93 4.00 -0.42
49 H -2.82 3.23 1.16
50 H -6.17 2.66 -1.14
51 H -4.80 3.55 -1.80
52 H -4.76 1.78 -1.76
53 H -5.87 1.37 0.81
54 H -4.69 1.95 1.99

---

[5]
5 unconnected molecules or ions with the total composition C18H29N9O8, computed with ωB97M-V/def2-TZVPD.

Calculated values
HOMO level: -8.300 eV
LUMO level: -0.8 eV
SMILES: CNCc1c(O)ccc2c1C(=O)C(CC=O)=CC2=O.NC(N)=O.NC(N)=O.NC(N)=O.NC(N)=O

Cartesian coordinates (Å):
1 C -4.48 2.49 1.08
2 N -4.61 1.04 0.80
3 C -4.29 0.19 1.97
4 C -2.77 0.27 2.46
5 C -2.39 0.66 3.93
6 O -3.40 1.01 4.90
7 C -0.90 0.70 4.44
8 C 0.31 0.38 3.48
9 C -0.09 0.02 2.02
10 C -1.58 -0.04 1.52
11 C -1.75 -0.44 -0.04
12 O -2.66 -1.18 -0.48
13 C -0.60 0.15 -1.01
14 C -1.02 0.68 -2.47
15 C -0.17 2.03 -2.75
16 O -0.06 2.95 -1.88
17 C 0.77 0.23 -0.55
18 C 1.10 -0.27 0.96
19 O 2.17 -0.86 1.29
20 H -4.28 3.01 0.07
21 H -3.60 2.77 1.75
22 H -5.49 2.91 1.45
23 H -4.12 0.75 -0.06
24 H -4.53 -0.92 1.74
25 H -5.01 0.47 2.83
26 H -4.10 1.53 4.43
27 H -0.62 0.96 5.53
28 H 1.40 0.41 3.84
29 H -0.89 -0.10 -3.31
30 H -2.12 1.03 -2.38
31 H 0.34 2.24 -3.76
32 H 1.62 0.66 -1.18
33 N 4.64 -1.74 5.64
34 C 3.58 -1.94 4.82
35 N 3.78 -2.87 3.85
36 O 2.52 -1.34 4.95
37 H 5.52 -2.22 5.55
38 H 4.53 -1.06 6.37
39 H 3.01 -3.05 3.22
40 H 4.64 -3.37 3.72
41 N -3.52 4.45 -3.14
42 C -4.26 3.32 -3.05
43 N -5.38 3.32 -3.82
44 O -3.94 2.38 -2.34
45 H -3.76 5.24 -3.72
46 H -2.68 4.50 -2.58
47 H -5.96 2.49 -3.78
48 H -5.65 4.08 -4.41
49 N 6.06 -2.83 -0.21
50 C 5.03 -3.19 -1.02
51 N 3.82 -2.72 -0.63
52 O 5.18 -3.88 -2.02
53 H 5.96 -2.27 0.61
54 H 6.98 -3.16 -0.47
55 H 3.03 -2.96 -1.20
56 H 3.68 -2.15 0.18
57 N 3.24 -1.37 -3.78
58 C 2.18 -1.59 -4.59
59 N 2.39 -2.52 -5.56
60 O 1.13 -1.00 -4.45
61 H 4.12 -1.85 -3.86
62 H 3.12 -0.69 -3.05
63 H 1.62 -2.71 -6.18
64 H 3.25 -3.02 -5.68

---

[6]
A single C18H29NO4 molecule, computed with ωB97M-V/def2-TZVPD.

Calculated values
energy above the lowest of the compared OMol25 structures with the same formula, charge and spin: 0.0 kcal/mol
HOMO level: -9.889 eV
LUMO level: 0.0 eV
SMILES: CC1=C(C(=O)NCCCOC(C)C)[C@]2(CC[C@H](C)CC2)OC1=O

Cartesian coordinates (Å):
1 C -1.20 -3.96 0.74
2 C -1.68 -2.56 0.58
3 C -1.30 -1.53 -0.18
4 C -0.18 -1.40 -1.16
5 O -0.15 -0.51 -1.99
6 N 0.78 -2.34 -1.04
7 C 2.00 -2.29 -1.82
8 C 3.20 -1.85 -0.98
9 C 3.03 -0.43 -0.44
10 O 4.18 -0.11 0.31
11 C 4.09 1.06 1.09
12 C 5.29 1.05 2.03
13 C 4.08 2.34 0.24
14 C -2.23 -0.37 0.05
15 C -3.05 -0.04 -1.21
16 C -4.01 1.11 -0.95
17 C -3.26 2.36 -0.49
18 C -4.22 3.52 -0.25
19 C -2.47 2.03 0.77
20 C -1.49 0.89 0.53
21 O -3.12 -0.83 1.07
22 C -2.86 -2.11 1.38
23 O -3.48 -2.75 2.19
24 H -0.96 -4.42 -0.22
25 H -1.99 -4.53 1.23
26 H -0.33 -4.00 1.39
27 H 0.77 -2.97 -0.26
28 H 2.19 -3.27 -2.25
29 H 1.82 -1.57 -2.63
30 H 3.34 -2.53 -0.14
31 H 4.10 -1.88 -1.59
32 H 2.88 0.27 -1.27
33 H 2.13 -0.37 0.21
34 H 3.15 1.03 1.68
35 H 6.20 1.09 1.45
36 H 5.25 1.90 2.71
37 H 5.29 0.13 2.61
38 H 4.11 3.21 0.88
39 H 4.95 2.34 -0.41
40 H 3.18 2.39 -0.37
41 H -2.35 0.21 -2.01
42 H -3.61 -0.94 -1.51
43 H -4.72 0.81 -0.17
44 H -4.58 1.32 -1.86
45 H -2.55 2.65 -1.28
46 H -4.78 3.75 -1.16
47 H -3.68 4.41 0.06
48 H -4.94 3.26 0.53
49 H -3.17 1.74 1.57
50 H -1.92 2.91 1.11
51 H -0.77 1.16 -0.24
52 H -0.96 0.65 1.45

---

[7]
A molecular structure, C18H30As8F48N4O2, computed with ωB97M-V/def2-TZVPD.

Calculated values
energy above the lowest of the compared OMol25 structures with the same formula, charge and spin: 0.0 kcal/mol
net charge: -4
HOMO level: -2.295 eV
LUMO level: 3.3 eV

Cartesian coordinates (Å):
1 C -4.95 2.74 -1.40
2 C -4.28 1.76 -0.49
3 O -3.10 1.78 -0.16
4 N -5.23 0.57 -0.33
5 H -6.17 0.94 -0.27
6 H -5.10 0.04 -1.18
7 C -4.86 -0.35 0.89
8 H -4.59 2.49 -2.40
9 H -4.65 3.77 -1.24
10 H -6.04 2.63 -1.48
11 H -3.83 -0.66 0.73
12 H -5.55 -1.19 0.95
13 H -5.05 0.25 1.78
14 C 3.01 5.35 -5.83
15 C 2.72 5.43 -4.32
16 O 2.02 4.57 -3.77
17 N 3.25 6.68 -3.53
18 H 3.90 7.25 -4.05
19 H 2.47 7.26 -3.27
20 C 4.07 6.25 -2.29
21 H 4.01 4.92 -5.86
22 H 3.00 6.22 -6.48
23 H 2.21 4.70 -6.19
24 H 4.71 5.44 -2.65
25 H 3.33 5.86 -1.59
26 H 4.67 7.07 -1.89
27 C 0.65 1.39 -2.93
28 N 0.51 0.56 -1.69
29 C -0.27 1.01 -0.65
30 C -0.40 0.24 0.54
31 C 0.28 -1.03 0.62
32 C 1.08 -1.39 -0.41
33 C 1.24 -0.55 -1.53
34 C 0.20 -1.76 1.88
35 C -0.96 -1.72 2.65
36 C -0.97 -2.09 3.99
37 N 0.22 -2.52 4.52
38 C 1.33 -2.68 3.80
39 C 1.39 -2.19 2.49
40 C 0.25 -2.78 5.99
41 H 1.37 0.90 -3.60
42 H 1.07 2.37 -2.71
43 H -0.37 1.28 -3.27
44 H -0.72 1.96 -0.87
45 H -1.01 0.58 1.36
46 H 1.74 -2.24 -0.48
47 H 1.86 -0.76 -2.40
48 H -1.92 -1.38 2.31
49 H -1.86 -2.20 4.58
50 H 2.21 -3.16 4.20
51 H 2.28 -2.22 1.89
52 H 1.24 -2.41 6.26
53 H 0.27 -3.86 6.14
54 H -0.54 -2.21 6.47
55 As 0.74 -6.77 3.99
56 F 2.33 -7.07 3.22
57 F 0.96 -8.37 4.87
58 F -0.87 -6.41 4.74
59 F 0.60 -5.27 3.09
60 F -0.08 -7.57 2.55
61 F 1.50 -5.86 5.30
62 As 3.50 -1.97 -4.77
63 F 1.67 -2.14 -4.76
64 F 3.51 -0.27 -4.11
65 F 5.27 -1.80 -4.95
66 F 3.53 -3.71 -5.22
67 F 3.22 -1.45 -6.48
68 F 3.56 -2.49 -3.04
69 As -1.65 1.91 4.56
70 F -2.56 0.63 3.66
71 F -0.07 1.09 4.17
72 F -0.79 3.19 5.46
73 F -3.23 2.86 4.82
74 F -1.91 1.02 6.20
75 F -1.46 2.88 3.08
76 As 3.40 2.76 0.83
77 F 4.96 2.64 1.87
78 F 4.33 2.33 -0.65
79 F 1.94 2.88 -0.28
80 F 2.41 3.04 2.27
81 F 3.79 4.53 0.66
82 F 3.03 0.98 1.25
83 As -2.63 3.15 -4.71
84 F -4.38 2.95 -4.81
85 F -2.58 1.54 -3.81
86 F -0.84 3.38 -4.63
87 F -2.82 4.50 -5.89
88 F -2.79 4.24 -3.25
89 F -2.51 2.11 -6.16
90 As 5.59 -2.04 1.59
91 F 6.06 -3.01 0.17
92 F 6.92 -2.63 2.69
93 F 4.98 -1.08 2.98
94 F 4.23 -1.46 0.63
95 F 4.62 -3.40 2.18
96 F 6.69 -0.69 1.03
97 As -2.57 -2.45 -2.43
98 F -3.71 -1.20 -1.86
99 F -1.61 -2.27 -0.92
100 F -1.55 -3.83 -3.00
101 F -3.52 -2.63 -3.95
102 F -1.50 -1.22 -3.26
103 F -3.56 -3.70 -1.63
104 As -4.88 -3.59 3.42
105 F -3.81 -3.03 4.74
106 F -3.71 -3.06 2.20
107 F -6.12 -3.91 2.15
108 F -6.05 -4.06 4.67
109 F -5.51 -1.91 3.42
110 F -4.21 -5.19 3.29

---

Q: Which E values were calculated for the entries above? A: -1684.1412; -1318.9427; -1052.3311; -1773.4588; -1797.9312; -1059.0472; -23754.0441, in Ha.